No. 1
DFT (ωB97M-V with the def2-TZVPD basis set) results for C11H13BrOPm as an isolated structure.

Calculated values
largest force on an atom	2.7	eV/A
electronic energy	-3684.5984	Ha
frontier orbital gap (alpha / beta)	0.1642 / 0.1661	Eh
<S²>	6.006
HOMO energy (alpha / beta)	-2.6806 / -2.6833	eV

```
! RIJCOSX wB97M-V def2-TZVPD def2/J DEFGRID3
* xyz -1 5
C 1.3111 -2.2110 -0.0644
C 2.5097 -1.6103 -0.5756
C 3.0947 -0.8175 0.5206
H 2.7811 -1.5561 -1.6038
C 2.1967 -0.9445 1.6468
C 1.1393 -1.8028 1.2832
H 0.2771 -2.1048 1.9108
H 0.6463 -2.8781 -0.5876
H 3.8123 0.0192 0.3697
H 2.3256 -0.4517 2.6047
Pm 1.4625 0.8307 -0.5019
Br 1.2522 1.2235 -3.2345
C -3.0858 0.5209 -0.4411
C -2.9538 -0.4597 0.5665
C -2.4575 -1.6566 -0.0586
H -3.1103 -0.3106 1.6378
C -2.2652 -1.4227 -1.4115
C -2.6181 -0.0737 -1.6813
H -2.5251 0.4557 -2.6304
H -3.3586 1.5500 -0.3066
H -2.1701 -2.5792 0.4942
H -1.8007 -2.1069 -2.1387
C 0.6896 3.6910 0.8587
O 0.6713 2.3045 0.8418
H 0.0172 4.1558 0.1390
H 1.6840 4.0458 0.5553
H 0.4743 4.1893 1.8070
*
```

Löwdin population analysis, charges in e, atoms 1 to 2: atom 1 (C): -0.155, atom 2 (C): -0.270

---

No. 2
DFT (ωB97M-V with the def2-TZVPD basis set) results for a 2-piece molecular cluster, C11H13Cl3N overall.

Calculated values
largest force on an atom	5.0	eV/A
electronic energy	-1861.8588	Ha
frontier orbital gap	0.2859	Eh
HOMO energy	-12.1457	eV

```
! RIJCOSX wB97M-V def2-TZVPD def2/J DEFGRID3
* xyz 1 1
C -1.3882 0.7790 -0.2871
N -1.0452 0.1544 0.8384
C 0.4316 0.1000 1.1011
C 0.8725 1.4232 0.2658
C -0.0563 1.2439 -1.0533
C 0.3886 -0.1480 -1.7681
C 1.8657 -0.6499 -1.7792
C 2.2220 -2.0043 -2.4353
C 1.0781 -2.8055 -3.0939
C -0.4177 -2.3691 -3.1213
C -0.7349 -0.9942 -2.4468
H -2.4787 0.9297 -0.6016
H -1.8282 -0.1955 1.4106
H 0.4667 0.2951 2.2371
H 1.0256 -0.8215 0.7949
H 0.6165 2.3278 0.9295
H 1.9939 1.4815 0.0768
H -0.0986 2.1044 -1.7957
H 2.7051 -0.0469 -1.2729
H 3.2967 -2.3792 -2.4120
H 1.3143 -3.8038 -3.6122
H -1.2540 -2.9951 -3.5901
H -1.8372 -0.6694 -2.4895
C -1.5384 1.8449 4.8305
Cl -1.5271 0.0759 4.7523
Cl -0.6674 2.4101 6.2594
Cl -0.8335 2.5339 3.3585
H -2.5718 2.1786 4.9040
*
```

Löwdin population analysis, charges in e, atoms 1 to 2: atom 1 (C): 0.058, atom 2 (N): 0.068

---

No. 3
DFT (ωB97M-V with the def2-TZVPD basis set) results for a single C11H13ClN2O2S molecule.

Calculated values
SMILES	O=C1NC[C@@H](SCc2ccc(Cl)cn2)C[C@@H]1O
largest force on an atom	4.3	eV/A
electronic energy	-1545.2642	Ha
frontier orbital gap	0.3465	Eh
HOMO energy	-8.9820	eV

```
! RIJCOSX wB97M-V def2-TZVPD def2/J DEFGRID3
* xyz 0 1
O -2.6492 2.7225 -0.7995
Cl 2.4144 0.3230 6.2448
N 1.1607 -2.0796 3.3007
O -1.9927 1.6771 -3.4600
S 0.0423 -0.6376 0.0608
C -1.6318 2.0360 -0.9136
C 1.3406 -1.5815 4.5230
C 1.5655 -1.1753 2.2833
C 2.0686 0.0543 2.4549
C 2.2393 0.5438 3.7257
C 1.8862 -0.2761 4.7137
N -0.6248 2.4289 -0.0910
C 1.3222 -1.5954 0.9001
C -1.5065 1.1361 -2.1811
C 0.7408 2.1820 -0.5085
C 0.0392 0.8302 -2.3452
C 0.7691 0.6774 -1.0671
H -2.5071 2.5151 -3.4061
H 1.1930 -2.2126 5.3807
H 2.1704 0.5438 1.4580
H 2.5946 1.5602 4.0084
H -0.8440 3.3236 0.4293
H 2.2819 -1.7203 0.3599
H 0.9334 -2.7000 0.9015
H -1.9257 0.1559 -1.9847
H 1.3141 2.3296 0.4099
H 1.1041 2.8274 -1.4165
H 0.4061 1.7331 -2.9604
H 0.1693 -0.0421 -2.9032
H 1.8010 0.2959 -1.2427
*
```

Löwdin population analysis, charges in e, atoms 1 to 2: atom 1 (O): 0.037, atom 2 (Cl): 0.679